The following is a DFT calculation (ωB97M-V with the def2-TZVPD basis set) of C3HFO2Rb as an isolated structure.

energy above the lowest of the compared OMol25 structures with the same formula, charge and spin: 120.1 kcal/mol
HOMO (spin up / spin down): -14.494 / -13.703 eV
frontier orbital gap (spin up / spin down): 0.320 / 0.272 Eh
charge: +1

```
8
Properties=species:S:1:pos:R:3:lowdin_charge:R:1
C 0.9229 0.2956 -1.1443 0.005
O 2.0175 -0.0226 -1.0977 0.290
O -0.4456 1.0036 -2.4723 0.111
C -1.1357 0.9530 -1.4455 -0.169
C -0.6017 0.5374 -0.3465 0.100
H -1.2192 0.1758 1.2109 0.158
Rb -2.3253 -0.8163 4.9729 1.007
F -1.6595 -0.0933 2.3423 -0.502
```

---

The following is a DFT calculation (ωB97M-V with the def2-TZVPD basis set) of C3HFOV as an isolated structure.

2S+1: 5
HOMO (spin up / spin down): -2.493 / -2.912 eV
frontier orbital gap (spin up / spin down): 0.232 / 0.224 Eh
charge: -1

```
7
Properties=species:S:1:pos:R:3:mulliken_spin:R:1
O 1.6273 0.9567 -2.5057 0.046
C 0.8674 0.4153 -1.6881 0.135
C 0.2031 -0.3344 -0.9061 -0.027
C -0.7817 0.0712 0.0298 0.300
H -1.8269 0.0293 -0.3252 0.040
F 0.1286 -0.7064 3.5468 0.009
V -0.2178 -0.4318 1.8486 3.498
```

---

The following is a DFT calculation (ωB97M-V with the def2-TZVPD basis set) of C3HHgLiO4 as an isolated structure.

energy above the lowest of the compared OMol25 structures with the same formula, charge and spin: 24.8 kcal/mol
2S+1: 2
HOMO (spin up / spin down): -12.364 / -11.453 eV
frontier orbital gap (spin up / spin down): 0.299 / 0.175 Eh
charge: +1

```
10
Properties=species:S:1:pos:R:3:mulliken_spin:R:1
O 0.0798 1.7057 -0.1180 -0.004
C 1.1013 1.2065 -0.4453 0.000
O 2.2218 0.8984 -0.3079 0.000
Hg -2.3947 1.8813 -0.2851 0.616
O -2.0230 -0.1899 0.4068 0.140
C -0.8428 -0.5871 0.9313 -0.007
C 0.0511 -1.3172 0.4512 0.173
O 1.0599 -1.4926 -0.3119 0.114
Li 2.9329 -1.0972 -0.0600 0.000
H -2.1863 -1.0080 -0.2612 -0.031
```

---

The following is a DFT calculation (ωB97M-V with the def2-TZVPD basis set) of an isolated ion of composition C3HINO and charge +1.

energy above the lowest of the compared OMol25 structures with the same formula, charge and spin: 63.0 kcal/mol
SMILES: Ic1c[n+]#co1
HOMO (spin up / spin down): -14.653 / -15.528 eV
frontier orbital gap (spin up / spin down): 0.268 / 0.272 Eh
charge: +1

```
7
Properties=species:S:1:pos:R:3:lowdin_charge:R:1
C 0.5184 2.4426 0.2360 0.062
C 0.1219 0.4302 -0.0965 0.068
C 1.7554 0.7779 -0.0932 -0.693
N -0.4277 1.6127 -0.0304 0.136
O 1.7545 2.1354 -0.1295 0.010
I 3.4831 -0.2004 -0.0082 1.277
H -0.2112 -0.6044 -0.0360 0.141
```

---

The following is a DFT calculation (ωB97M-V with the def2-TZVPD basis set) of C3HINS as an isolated structure.

energy above the lowest of the compared OMol25 structures with the same formula, charge and spin: 23.4 kcal/mol
HOMO: -14.302 eV
frontier orbital gap: 0.249 Eh
charge: +1

```
7
Properties=species:S:1:pos:R:3:lowdin_charge:R:1
C -0.2158 2.5211 0.0641 -0.485
C -0.2452 0.4498 -0.0628 -0.226
C -1.5758 0.6607 0.0354 -0.732
N 0.5725 1.5668 0.0037 0.088
S -1.7180 3.0246 -0.0301 1.019
I -3.2961 -0.3991 0.0128 1.134
H 0.3091 -0.5918 -0.2735 0.202
```

---

The following is a DFT calculation (ωB97M-V with the def2-TZVPD basis set) of C3HInO2 as an isolated structure.

energy above the lowest of the compared OMol25 structures with the same formula, charge and spin: 45.0 kcal/mol
2S+1: 2
HOMO (spin up / spin down): -15.365 / -15.434 eV
frontier orbital gap (spin up / spin down): 0.355 / 0.241 Eh
charge: +1

```
7
Properties=species:S:1:pos:R:3:mulliken_spin:R:1
O 1.1017 -0.9494 0.0054 0.087
O 0.7881 1.2199 0.0176 0.091
C 0.3349 0.0451 -0.0252 -0.023
In 2.6527 0.4006 0.0215 0.812
C -2.1347 0.6400 0.0326 0.002
C -1.1394 -0.1733 -0.1247 0.032
H -1.6034 -1.1828 0.0728 -0.001
```

---

The following is a DFT calculation (ωB97M-V with the def2-TZVPD basis set) of one molecule with the formula C3HN.

energy above the lowest of the compared OMol25 structures with the same formula, charge and spin: 59.7 kcal/mol
HOMO: -10.890 eV
frontier orbital gap: 0.365 Eh
charge: 0

```
5
Properties=species:S:1:pos:R:3:lowdin_charge:R:1
C 0.5771 -0.8392 0.4498 0.044
C 0.6837 -0.0121 -0.5044 0.061
C -0.6900 0.0472 0.4657 -0.396
N -1.7227 0.3311 0.9387 0.190
H 1.1519 0.4731 -1.3498 0.101
```

---

The following is a DFT calculation (ωB97M-V with the def2-TZVPD basis set) of an isolated ion of composition C3HN2O2 and charge -1.

energy above the lowest of the compared OMol25 structures with the same formula, charge and spin: 11.5 kcal/mol
SMILES: [H]/N=C(/C#N)C(=O)[O-]
HOMO: -5.054 eV
frontier orbital gap: 0.345 Eh
charge: -1

```
8
Properties=species:S:1:pos:R:3:lowdin_charge:R:1
C -2.2236 -1.1022 -0.2345 -0.157
C -1.1986 -0.1543 0.3260 -0.291
C -1.2727 1.3646 0.0328 -0.734
N -3.0580 -1.7229 -0.7565 0.106
N -0.4149 -0.7059 1.1818 0.105
O -2.0555 2.0002 0.7801 -0.055
O -0.5839 1.8202 -0.9016 -0.053
H 0.2536 0.0200 1.5628 0.078
```

---

The following is a DFT calculation (ωB97M-V with the def2-TZVPD basis set) of one molecule with the formula C3HN3O.

energy above the lowest of the compared OMol25 structures with the same formula, charge and spin: 31.6 kcal/mol
HOMO: -9.665 eV
frontier orbital gap: 0.336 Eh
charge: 0

```
8
Properties=species:S:1:pos:R:3:lowdin_charge:R:1
N -1.3186 -0.5328 -0.4773 -0.030
C -2.3202 -1.1269 -0.6700 0.059
C -0.1190 0.0535 -0.1688 -0.304
C 0.5616 -0.1170 1.1099 -0.233
O 1.6782 0.2933 1.3341 0.041
N 1.0682 1.3476 -1.8695 0.310
N 0.5025 0.7433 -1.1084 0.027
H -0.0528 -0.6611 1.8501 0.130
```

---

The following is a DFT calculation (ωB97M-V with the def2-TZVPD basis set) of a 2-piece molecular cluster, C3HN3O overall.

energy above the lowest of the compared OMol25 structures with the same formula, charge and spin: 20.2 kcal/mol
HOMO: -9.608 eV
frontier orbital gap: 0.339 Eh
charge: 0

```
8
Properties=species:S:1:pos:R:3:lowdin_charge:R:1
C 0.5167 1.0428 0.1711 -0.291
C 0.6349 -0.1903 -0.5011 -0.193
C -2.4646 -0.0349 0.6706 -0.011
N 0.4021 1.9282 0.8789 0.157
N 1.2214 -1.1719 0.0767 -0.101
N 1.7842 -2.0182 0.6072 0.257
O -2.5577 0.6293 -0.2305 0.017
H 0.4629 -0.1850 -1.6730 0.166
```

---

The following is a DFT calculation (ωB97M-V with the def2-TZVPD basis set) of one molecule with the formula C3HN3O2.

energy above the lowest of the compared OMol25 structures with the same formula, charge and spin: 81.7 kcal/mol
SMILES: c1nc2nonc2o1
HOMO: -10.676 eV
frontier orbital gap: 0.371 Eh
charge: 0

```
9
Properties=species:S:1:pos:R:3:lowdin_charge:R:1
C 0.9440 -0.7324 -1.0980 -0.116
C 0.4188 0.4861 0.5526 -0.272
C -0.7604 -0.1967 0.0235 -0.278
H 1.6270 -1.3090 -1.8412 0.176
N 1.5321 0.1255 -0.2361 0.156
N -0.0461 1.3247 1.4503 0.129
N -1.9514 0.1917 0.5684 0.206
O -0.3774 -1.0272 -0.9605 0.106
O -1.3866 1.1373 1.5410 -0.106
```

---

The following is a DFT calculation (ωB97M-V with the def2-TZVPD basis set) of one molecule with the formula C3HN3O3.

energy above the lowest of the compared OMol25 structures with the same formula, charge and spin: 99.2 kcal/mol
SMILES: O=c1cnoc(=O)nn1
HOMO: -10.286 eV
frontier orbital gap: 0.306 Eh
charge: 0

```
10
Properties=species:S:1:pos:R:3:lowdin_charge:R:1
C -0.0563 0.6335 -1.2050 -0.353
C 0.3569 -0.9365 -1.1410 0.016
C -0.3392 0.2401 1.7519 -0.252
H 0.7758 -1.5959 -1.9423 0.122
N -0.2012 -1.7126 -0.1409 0.082
N 0.8645 0.9359 1.0651 0.125
N 0.7440 1.2748 -0.1192 0.096
O -0.3428 1.4372 -2.0259 0.138
O -0.9712 -1.0465 1.0111 -0.105
O -0.8304 0.7699 2.7461 0.130
```

---

Please write out number 6 again, unchanged.
The following is a DFT calculation (ωB97M-V with the def2-TZVPD basis set) of C3HInO2 as an isolated structure.

energy above the lowest of the compared OMol25 structures with the same formula, charge and spin: 45.0 kcal/mol
2S+1: 2
HOMO (spin up / spin down): -15.365 / -15.434 eV
frontier orbital gap (spin up / spin down): 0.355 / 0.241 Eh
charge: +1

```
7
Properties=species:S:1:pos:R:3:mulliken_spin:R:1
O 1.1017 -0.9494 0.0054 0.087
O 0.7881 1.2199 0.0176 0.091
C 0.3349 0.0451 -0.0252 -0.023
In 2.6527 0.4006 0.0215 0.812
C -2.1347 0.6400 0.0326 0.002
C -1.1394 -0.1733 -0.1247 0.032
H -1.6034 -1.1828 0.0728 -0.001
```

---

What did the eighth record say?
The following is a DFT calculation (ωB97M-V with the def2-TZVPD basis set) of an isolated ion of composition C3HN2O2 and charge -1.

energy above the lowest of the compared OMol25 structures with the same formula, charge and spin: 11.5 kcal/mol
SMILES: [H]/N=C(/C#N)C(=O)[O-]
HOMO: -5.054 eV
frontier orbital gap: 0.345 Eh
charge: -1

```
8
Properties=species:S:1:pos:R:3:lowdin_charge:R:1
C -2.2236 -1.1022 -0.2345 -0.157
C -1.1986 -0.1543 0.3260 -0.291
C -1.2727 1.3646 0.0328 -0.734
N -3.0580 -1.7229 -0.7565 0.106
N -0.4149 -0.7059 1.1818 0.105
O -2.0555 2.0002 0.7801 -0.055
O -0.5839 1.8202 -0.9016 -0.053
H 0.2536 0.0200 1.5628 0.078
```

---

> Which value of charge does entry 5 give?

+1